{"formula": "C3H14O4", "method": "ωB97M-V/def2-TZVPD", "species": ["C", "C", "C", "H", "H", "H", "H", "H", "H", "O", "H", "H", "O", "H", "H", "O", "H", "H", "O", "H", "H"], "coordinates": [[-3.357, 0.657, -3.735], [-2.708, -0.420, -3.130], [-1.248, -0.697, -3.278], [-4.222, 0.503, -4.305], [-2.853, 1.650, -3.797], [-3.307, -1.069, -2.388], [-0.555, 0.151, -3.424], [-0.743, -1.286, -2.523], [-1.229, -1.377, -4.213], [-0.541, -2.290, 6.298], [0.137, -2.820, 5.835], [-0.584, -1.671, 5.613], [2.100, -0.523, -0.584], [1.760, 0.184, 0.007], [1.851, -0.197, -1.471], [1.519, -2.862, 4.070], [1.702, -3.677, 3.647], [2.307, -2.250, 4.085], [3.318, 6.023, 0.646], [3.582, 5.310, 1.343], [3.072, 6.661, 1.302]], "nbo_charge": [-0.434, -0.163, -0.669, 0.201, 0.189, 0.210, 0.216, 0.216, 0.232, -0.935, 0.477, 0.455, -0.937, 0.469, 0.469, -0.970, 0.483, 0.489, -0.920, 0.460, 0.460], "de_lowest_ev": 3.401, "total_energy_ha": -423.54357, "gap_ev": 8.957, "lumo_energy_ev": 0.40, "smiles": "C=CC.O.O.O.O", "spin_multiplicity": 1}

{"formula": "C3H14O4", "method": "ωB97M-V/def2-TZVPD", "species": ["C", "C", "C", "O", "H", "H", "H", "H", "H", "H", "H", "H", "O", "H", "H", "O", "H", "H", "O", "H", "H"], "coordinates": [[-2.585, 8.890, 1.398], [-2.245, 10.255, 1.057], [-1.130, 10.359, -0.065], [-3.388, 10.843, 0.570], [-3.055, 8.902, 2.381], [-1.675, 8.289, 1.412], [-3.186, 8.515, 0.570], [-1.799, 10.806, 1.885], [-1.563, 10.223, -1.057], [-0.257, 9.753, 0.176], [-0.686, 11.353, -0.006], [-3.706, 10.416, -0.229], [-8.059, 10.248, 8.914], [-7.170, 10.448, 8.621], [-8.017, 10.312, 9.868], [-3.986, 12.606, 6.791], [-3.511, 13.289, 7.263], [-4.127, 12.972, 5.918], [-2.564, 16.866, 9.188], [-2.123, 17.715, 9.214], [-3.095, 16.847, 9.984]], "nbo_charge": [-0.621, 0.101, -0.636, -0.718, 0.221, 0.205, 0.197, 0.174, 0.199, 0.204, 0.211, 0.463, -0.936, 0.471, 0.465, -0.940, 0.471, 0.469, -0.937, 0.469, 0.468], "de_lowest_ev": 1.388, "total_energy_ha": -423.61756, "gap_ev": 10.806, "lumo_energy_ev": 0.76, "smiles": "CC(C)O.O.O.O", "spin_multiplicity": 1}

{"formula": "C3H15F3HfO17S3", "method": "ωB97M-V/def2-TZVPD", "species": ["Hf", "C", "C", "O", "H", "H", "H", "H", "H", "S", "O", "O", "O", "O", "S", "O", "O", "O", "O", "C", "F", "F", "F", "S", "O", "O", "O", "O", "H", "H", "O", "H", "H", "O", "H", "H", "O", "H", "H", "O", "H", "H"], "coordinates": [[-0.140, -0.084, -0.710], [1.556, 4.217, -1.421], [0.962, 3.130, -2.384], [0.140, 2.164, -1.742], [2.265, 4.866, -1.935], [2.134, 3.749, -0.624], [0.779, 4.895, -1.070], [1.793, 2.589, -2.839], [0.401, 3.642, -3.166], [-2.631, -2.343, 0.737], [-1.627, -3.238, 1.438], [-1.900, -1.229, 0.180], [-3.416, -2.981, -0.280], [-3.456, -1.814, 1.777], [1.510, -3.211, 0.181], [2.927, -3.367, 0.004], [0.865, -4.142, -0.722], [1.042, -3.570, 1.525], [1.012, -1.968, -0.225], [-0.526, 0.380, 4.196], [-1.620, 0.982, 3.637], [0.383, 1.341, 4.629], [-0.886, -0.396, 5.207], [0.322, -0.891, 3.055], [1.732, -0.861, 3.436], [-0.201, -2.220, 3.300], [0.168, -0.396, 1.637], [-2.004, 0.457, -2.152], [-2.035, 1.348, -2.500], [-2.873, 0.098, -2.333], [-1.569, 1.415, 0.859], [-2.265, 1.043, 1.400], [-1.755, 2.354, 0.842], [-0.891, -2.012, -2.034], [-1.762, -1.996, -2.431], [-0.604, -2.921, -2.119], [2.043, 0.551, 0.136], [2.964, 0.383, -0.065], [2.058, 0.977, 0.993], [1.391, -0.242, -2.580], [2.110, 0.352, -2.796], [1.602, -1.052, -3.044]], "nbo_charge": [2.594, -0.631, -0.012, -0.983, 0.184, 0.207, 0.196, 0.107, 0.134, 2.622, -1.007, -1.138, -1.096, -1.107, 2.655, -1.091, -1.152, -1.009, -1.117, 0.723, -0.342, -0.350, -0.306, 2.302, -0.995, -0.816, -1.064, -0.930, 0.514, 0.516, -0.923, 0.533, 0.481, -0.944, 0.490, 0.553, -0.931, 0.511, 0.522, -0.922, 0.501, 0.522], "de_lowest_ev": 5.668, "total_energy_ha": -2944.62956, "gap_ev": 3.724, "lumo_energy_ev": 3.44, "total_charge": -2, "spin_multiplicity": 1}

{"formula": "C3H15N2O2S", "method": "ωB97M-V/def2-TZVPD", "species": ["N", "C", "C", "S", "C", "N", "H", "H", "H", "H", "H", "H", "H", "H", "H", "H", "H", "H", "H", "O", "H", "H", "O"], "coordinates": [[0.513, 0.419, 0.387], [-1.001, 0.332, 0.625], [-1.917, 0.487, -0.651], [-1.493, 1.911, -1.807], [-1.363, -0.975, 1.358], [-0.327, -2.018, 1.107], [0.872, 1.254, 0.013], [1.144, 0.199, 1.262], [0.815, -0.295, -0.294], [-1.297, 1.185, 1.293], [-1.811, -0.467, -1.195], [-2.951, 0.640, -0.312], [-2.171, 2.884, -1.158], [-2.301, -1.408, 1.132], [-1.358, -0.549, 2.463], [-0.474, -2.406, 0.167], [-0.262, -2.656, 1.828], [1.282, -1.694, -3.302], [2.497, -1.047, -2.665], [1.509, -1.096, -2.528], [3.400, 1.969, 0.062], [3.688, 1.843, 1.447], [3.004, 1.488, 0.767]], "nbo_charge": [-0.698, -0.063, -0.516, -0.040, -0.248, -0.875, 0.449, 0.477, 0.460, 0.222, 0.225, 0.255, 0.145, 0.218, 0.216, 0.374, 0.389, 0.492, 0.485, -0.972, 0.481, 0.498, -0.974], "de_lowest_ev": 1.157, "total_energy_ha": -781.21506, "gap_ev": 9.922, "lumo_energy_ev": -2.83, "total_charge": 1, "spin_multiplicity": 1}

{"formula": "C3H15NO3", "method": "ωB97M-V/def2-TZVPD", "species": ["C", "C", "C", "N", "H", "H", "H", "H", "H", "H", "H", "H", "H", "H", "H", "O", "H", "H", "O", "H", "H", "O"], "coordinates": [[1.986, 0.843, 1.947], [0.644, 1.566, 1.612], [0.762, 3.065, 1.421], [-0.064, 0.985, 0.491], [2.239, 0.939, 2.989], [1.950, -0.188, 1.602], [2.749, 1.291, 1.294], [0.052, 1.400, 2.521], [-0.246, 3.398, 1.181], [1.200, 3.600, 2.265], [1.386, 3.339, 0.572], [-0.386, 0.040, 0.678], [0.518, 0.864, -0.329], [-1.857, -5.961, -1.141], [-0.883, -6.428, -0.101], [-1.226, -5.590, -0.490], [0.352, 2.801, -3.689], [-0.433, 2.961, -2.402], [-0.481, 3.166, -3.348], [-0.876, -3.022, -1.570], [-1.878, -3.486, -0.554], [-1.338, -2.712, -0.773]], "nbo_charge": [-0.636, -0.049, -0.615, -0.852, 0.202, 0.219, 0.188, 0.177, 0.221, 0.202, 0.191, 0.383, 0.343, 0.270, 0.318, -1.466, 0.462, 0.474, -0.944, 0.453, 0.486, -1.026], "de_lowest_ev": 0.445, "total_energy_ha": -403.72012, "gap_ev": [1.780, 9.293], "lumo_energy_ev": [2.65, 2.59], "s2": 0.750, "total_charge": -1, "spin_multiplicity": 2}

{"formula": "C3H15NO3", "method": "ωB97M-V/def2-TZVPD", "species": ["C", "C", "C", "N", "H", "H", "H", "H", "H", "H", "H", "H", "H", "O", "H", "H", "O", "H", "H", "O", "H", "H"], "coordinates": [[-2.278, -0.573, 0.131], [-0.846, -0.734, 0.555], [-0.138, 0.614, 1.084], [1.283, 0.594, 0.880], [-2.483, -0.349, -0.912], [-2.702, 0.197, 0.816], [-2.811, -1.474, 0.432], [-0.789, -1.241, 1.555], [-0.233, -1.282, -0.159], [-0.404, 0.781, 2.132], [-0.608, 1.515, 0.670], [1.630, 0.532, -0.061], [1.634, -0.085, 1.539], [1.432, -0.634, -3.168], [0.643, -0.376, -3.633], [1.519, -1.586, -3.050], [2.384, -3.566, 2.034], [2.527, -3.107, 1.189], [2.772, -4.417, 1.779], [-2.143, 4.413, -1.063], [-1.920, 4.279, -0.127], [-1.417, 5.029, -1.229]], "nbo_charge": [-0.618, -0.421, -0.206, -0.856, 0.211, 0.200, 0.209, 0.196, 0.197, 0.183, 0.171, 0.376, 0.357, -0.957, 0.480, 0.477, -0.926, 0.462, 0.464, -0.923, 0.462, 0.461], "de_lowest_ev": 1.745, "total_energy_ha": -403.72312, "gap_ev": 9.101, "lumo_energy_ev": 0.47, "smiles": "CCCN.O.O.O", "spin_multiplicity": 1}

{"formula": "C3H15NO3", "method": "ωB97M-V/def2-TZVPD", "species": ["C", "N", "C", "C", "H", "H", "H", "H", "H", "H", "H", "H", "H", "H", "H", "O", "H", "H", "O", "H", "H", "O"], "coordinates": [[-1.381, 0.448, -0.182], [-0.423, 0.399, 0.962], [-1.112, 0.462, 2.254], [0.693, 1.365, 0.912], [-2.068, -0.462, 0.094], [-2.113, 1.311, -0.087], [-0.740, 0.375, -1.026], [-0.523, 0.084, 3.092], [-2.003, -0.115, 2.198], [-1.561, 1.410, 2.604], [0.798, 1.636, 1.939], [1.616, 0.974, 0.438], [0.450, 2.182, 0.224], [2.345, 0.768, -3.284], [1.317, 0.079, -2.330], [1.605, 0.990, -2.674], [0.904, -2.939, 0.059], [0.152, -1.142, 0.556], [0.517, -2.078, 0.398], [0.713, -2.158, -1.297], [-0.018, -1.772, -2.616], [0.832, -1.819, -2.233]], "nbo_charge": [-0.458, -0.039, -0.495, -0.455, 0.260, 0.293, 0.257, 0.274, 0.242, 0.292, 0.240, 0.303, 0.285, 0.488, 0.484, -0.990, 0.594, 0.549, -1.109, 0.475, 0.473, -0.964], "de_lowest_ev": 2.700, "total_energy_ha": -403.34302, "gap_ev": [11.029, 5.147], "lumo_energy_ev": [-3.08, -8.96], "s2": 0.754, "total_charge": 1, "spin_multiplicity": 2}

{"formula": "C3H15NO4", "method": "ωB97M-V/def2-TZVPD", "species": ["C", "C", "C", "N", "H", "H", "H", "H", "H", "H", "H", "O", "H", "H", "O", "H", "H", "O", "H", "H", "O", "H", "H"], "coordinates": [[1.126, -2.495, 0.212], [-0.249, -2.381, -0.466], [-0.707, -1.444, -1.305], [-2.008, -1.380, -1.895], [1.932, -2.298, -0.480], [1.121, -1.653, 0.924], [1.281, -3.569, 0.555], [-1.003, -3.043, -0.041], [-0.177, -0.566, -1.635], [-2.353, -0.395, -1.963], [-2.746, -1.754, -1.315], [2.372, 2.434, -0.528], [2.230, 1.741, -1.178], [1.531, 2.617, -0.140], [-0.740, 2.299, -1.949], [-0.356, 3.140, -2.218], [-0.187, 2.082, -1.191], [0.756, 2.500, 1.499], [0.088, 2.114, 2.080], [1.518, 2.000, 1.812], [-1.110, 0.354, 3.034], [-1.913, -0.051, 3.378], [-0.405, -0.253, 2.811]], "nbo_charge": [-0.641, -0.286, -0.002, -0.810, 0.216, 0.204, 0.225, 0.183, 0.181, 0.371, 0.356, -0.954, 0.464, 0.479, -0.936, 0.473, 0.463, -0.962, 0.496, 0.478, -0.975, 0.493, 0.484], "de_lowest_ev": 1.753, "total_energy_ha": -478.96436, "gap_ev": 8.577, "lumo_energy_ev": 0.26, "smiles": "C/C=C/N.O.O.O.O", "spin_multiplicity": 1}

{"formula": "C3H15NO4", "method": "ωB97M-V/def2-TZVPD", "species": ["C", "C", "C", "N", "H", "H", "H", "H", "H", "H", "H", "O", "H", "H", "O", "H", "H", "O", "H", "H", "O", "H", "H"], "coordinates": [[-1.770, 1.104, -1.734], [-0.296, 1.409, -1.532], [0.605, 0.455, -1.711], [1.981, 0.459, -1.405], [-2.109, 1.621, -2.638], [-1.998, 0.048, -1.719], [-2.308, 1.658, -0.969], [-0.125, 2.424, -1.195], [0.321, -0.452, -2.237], [2.550, -0.003, -2.092], [2.263, 1.375, -1.090], [-0.530, -3.276, 0.724], [0.293, -2.829, 0.545], [-0.861, -3.043, 1.582], [1.745, -2.064, 0.308], [2.673, -2.197, 0.101], [1.705, -1.118, 0.418], [-0.597, -0.845, 2.219], [-0.655, 0.098, 2.035], [-1.513, -1.071, 2.009], [-0.685, 1.808, 2.674], [0.208, 1.695, 3.014], [-0.896, 2.744, 2.693]], "nbo_charge": [-0.626, -0.284, -0.009, -0.843, 0.205, 0.221, 0.206, 0.190, 0.189, 0.381, 0.371, -0.982, 0.495, 0.461, -0.947, 0.477, 0.493, -0.960, 0.483, 0.464, -0.957, 0.483, 0.486], "de_lowest_ev": 1.455, "total_energy_ha": -478.97533, "gap_ev": 8.637, "lumo_energy_ev": 0.36, "smiles": "C/C=C/N.O.O.O.O", "spin_multiplicity": 1}

{"formula": "C3H15NO6", "method": "ωB97M-V/def2-TZVPD", "species": ["N", "C", "O", "C", "C", "O", "H", "H", "H", "H", "H", "H", "H", "O", "H", "H", "O", "H", "H", "O", "H", "H", "O", "H", "H"], "coordinates": [[1.765, 2.234, 0.787], [0.901, 1.272, 0.181], [-0.243, 1.393, 0.519], [1.549, 0.050, -0.434], [0.495, -0.958, -0.698], [0.546, -2.136, 0.092], [1.457, 3.088, 1.195], [2.668, 2.224, 0.387], [2.056, 0.321, -1.468], [2.305, -0.226, 0.335], [-0.536, -0.518, -0.541], [0.598, -1.297, -1.754], [-0.323, -2.453, 0.369], [-2.422, -0.255, 1.426], [-2.765, -0.369, 2.317], [-1.718, 0.420, 1.457], [2.432, -0.955, 2.418], [2.466, 0.020, 2.415], [1.676, -0.972, 1.834], [-1.109, 1.112, -2.714], [-0.870, 1.754, -1.989], [-1.982, 0.782, -2.487], [-2.943, -1.299, -1.648], [-2.366, -2.030, -1.759], [-3.033, -1.018, -0.745]], "nbo_charge": [-0.847, 0.703, -0.644, -0.574, -0.088, -0.747, 0.406, 0.376, 0.259, 0.268, 0.216, 0.177, 0.486, -0.984, 0.476, 0.504, -0.912, 0.455, 0.465, -0.957, 0.468, 0.490, -0.967, 0.474, 0.496], "de_lowest_ev": 1.783, "total_energy_ha": -629.48350, "gap_ev": 10.940, "lumo_energy_ev": 0.36, "smiles": "NC(=O)CCO.O.O.O.O", "spin_multiplicity": 1}

{"formula": "C3H15O4S", "method": "ωB97M-V/def2-TZVPD", "species": ["C", "C", "C", "S", "H", "H", "H", "H", "H", "H", "H", "H", "H", "O", "H", "H", "O", "H", "H", "O", "H", "H", "O"], "coordinates": [[1.052, 0.927, -2.041], [1.361, 0.704, -0.517], [1.021, 1.916, 0.220], [-0.455, 1.858, 1.476], [0.509, 0.200, -2.538], [1.978, 0.838, -2.717], [0.510, 1.881, -2.061], [0.799, -0.142, -0.129], [2.345, 0.305, -0.314], [0.782, 2.722, -0.473], [1.938, 2.432, 0.531], [0.826, -0.725, 2.987], [0.700, -0.287, 1.568], [0.721, -1.068, 2.067], [-0.403, -2.782, -1.018], [0.642, -2.043, -1.578], [0.187, -2.886, -1.776], [-1.374, -0.802, 2.200], [-1.487, -2.327, 1.997], [-1.982, -1.497, 2.104], [-3.249, 0.372, -0.818], [-2.863, 0.269, 0.732], [-3.557, 0.135, 0.097]], "nbo_charge": [-0.612, -0.448, -0.502, -0.749, 0.196, 0.188, 0.217, 0.189, 0.197, 0.181, 0.181, 0.473, 0.489, -0.987, 0.470, 0.469, -0.938, 0.496, 0.465, -0.971, 0.464, 0.503, -0.972], "de_lowest_ev": 2.375, "total_energy_ha": -822.44028, "gap_ev": 6.811, "lumo_energy_ev": 3.46, "total_charge": -1, "spin_multiplicity": 1}

{"formula": "C3H16FeN2O6", "method": "ωB97M-V/def2-TZVPD", "species": ["Fe", "C", "O", "H", "H", "H", "C", "O", "H", "H", "H", "C", "O", "N", "N", "H", "H", "H", "H", "O", "H", "H", "O", "H", "H", "O", "H", "H"], "coordinates": [[0.382, 0.593, -0.032], [1.106, 3.441, 1.370], [1.400, 2.396, 0.416], [1.944, 3.992, 1.798], [0.504, 4.206, 0.881], [0.514, 3.012, 2.179], [-2.520, 2.018, -0.679], [-1.445, 1.172, -0.943], [-3.328, 1.673, -0.034], [-2.257, 3.020, -0.339], [-3.125, 2.147, -1.577], [-0.406, -2.721, -0.602], [-0.330, -1.626, -0.235], [0.566, -3.399, -1.100], [-1.449, -3.447, -0.627], [0.466, -4.322, -1.498], [1.480, -3.040, -0.862], [-1.288, -4.376, -0.987], [-2.320, -3.131, -0.224], [-0.438, 0.457, 1.893], [-0.058, -0.089, 2.581], [-1.317, 0.665, 2.211], [2.134, -0.774, 0.717], [2.326, -0.839, 1.652], [2.891, -1.174, 0.289], [1.390, 0.186, -1.742], [1.726, -0.690, -1.930], [1.453, 0.651, -2.576]], "nbo_charge": [1.517, -0.226, -1.014, 0.124, 0.130, 0.127, -0.212, -1.009, 0.097, 0.125, 0.117, 0.666, -0.681, -0.936, -0.813, 0.362, 0.337, 0.369, 0.403, -0.963, 0.476, 0.493, -1.266, 0.445, 0.378, -1.002, 0.461, 0.494], "total_energy_ha": -1948.48282, "gap_ev": [3.158, 6.544], "lumo_energy_ev": [3.03, 2.97], "s2": 8.758, "total_charge": -1, "spin_multiplicity": 6}